Record 1
# C41H76BCl22F3N5O3

A structure of composition C41H76BCl22F3N5O3 at a distorted geometry (ωB97M-V/def2-TZVPD, the Open Molecules 2025 dataset).

Output
**Gap between HOMO and LUMO**: 8.5 eV
**Maximum force**: 6.5 eV/A
**Total charge**: +1

XYZ file:
```
151
C41H76BCl22F3N5O3, DFT ωB97M-V/def2-TZVPD
C -5.00442 -6.03335 -0.38446
C -5.52528 -4.57171 0.09750
C -4.56065 -3.89917 1.17178
O -4.77884 -4.77104 2.35315
C -4.85626 -2.44583 1.80298
C -6.10812 -1.58106 1.38300
F -7.29918 -2.38700 1.42215
F -6.37861 -0.51201 2.30755
F -6.05134 -0.98397 0.10765
N -3.47629 -1.84201 1.79298
C -3.27641 -0.47172 2.24772
C -1.86845 0.22841 2.01941
C -1.30087 0.21955 0.51857
C -1.37971 1.64381 -0.24015
C -0.61788 2.83494 0.51414
C -1.56703 3.98238 1.11396
O -2.97009 3.62656 1.21885
C -3.52173 3.92554 2.52053
C -2.65688 -2.98428 2.06137
N -1.77012 -3.37993 2.95615
C -1.41826 -2.40510 4.04373
B -1.09700 -4.76422 2.98962
N -0.16440 -5.31003 1.95526
O -1.45645 -5.62961 4.13338
N -3.08292 -3.97311 1.04184
C -2.51454 -3.82234 -0.34643
C -3.11580 -2.72048 -1.20259
C -2.63566 -2.52334 -2.65411
C -1.57322 -3.57878 -3.02405
C -1.11580 -4.58732 -1.97949
N -1.52377 -4.79943 -0.63386
H -4.58110 -5.93798 -1.45732
H -4.23747 -6.49494 0.33280
H -5.93280 -6.71005 -0.47447
H -6.58270 -4.67236 0.53924
H -5.59224 -3.89477 -0.81887
H -5.73091 -4.67773 2.57863
H -4.99218 -2.66289 2.93466
H -3.53511 -0.38419 3.37782
H -4.06352 0.20482 1.73074
H -2.02256 1.34383 2.29922
H -1.01726 -0.12358 2.70337
H -1.76740 -0.62084 -0.09622
H -0.16892 -0.02649 0.57858
H -0.81142 1.48132 -1.23838
H -2.45856 1.89257 -0.55686
H -0.02770 2.40003 1.40873
H 0.16730 3.36932 -0.13987
H -1.49599 4.95565 0.49202
H -1.21225 4.27551 2.17728
H -3.51214 5.03204 2.80260
H -4.62607 3.58999 2.50203
H -2.98894 3.27175 3.31225
H -0.46776 -1.82730 3.77136
H -1.13753 -3.03576 4.96801
H -2.28144 -1.73956 4.38570
H 0.53223 -5.91348 2.44187
H -0.73942 -6.01142 1.43291
H -2.04640 -5.11598 4.74517
H -3.92313 -2.04110 -0.76542
H -3.00670 -1.75433 -3.40566
H -1.13289 -3.60239 -4.07517
H -0.31678 -5.34692 -2.34008
Cl -5.65889 1.90498 -0.59878
C -5.42706 3.60862 -1.06610
C -6.71616 4.40237 -0.99661
Cl -7.88248 3.90241 -2.24707
H -4.99621 3.62955 -2.06864
H -4.69515 4.02959 -0.37261
H -6.50883 5.46088 -1.16396
H -7.19924 4.29908 -0.02335
Cl -7.24381 7.61001 -2.84316
C -8.51524 7.00362 -3.93366
C -9.35263 8.12499 -4.51609
Cl -10.36423 8.91827 -3.28317
H -9.12750 6.29210 -3.37772
H -8.01107 6.46276 -4.73726
H -10.03109 7.72567 -5.27228
H -8.73009 8.88878 -4.98530
Cl 3.43438 2.13389 -0.38368
C 4.01073 3.64362 0.36611
C 3.62396 3.74004 1.82759
Cl 1.86681 3.94325 2.04220
H 3.61448 4.48128 -0.21119
H 5.09889 3.64934 0.27001
H 4.10120 4.61077 2.28140
H 3.93277 2.85339 2.38407
Cl 3.50152 -8.33125 -1.74775
C 3.70637 -6.62781 -2.22709
C 2.40430 -5.85395 -2.17345
Cl 1.25283 -6.38354 -3.42771
H 4.14365 -6.60822 -3.22692
H 4.42532 -6.18822 -1.53261
H 2.59648 -4.79354 -2.34858
H 1.91619 -5.95608 -1.20324
Cl 2.14746 -6.34261 6.91697
C 2.62089 -4.77380 6.22239
C 1.42034 -3.92837 5.84865
Cl 0.51781 -4.61652 4.46739
H 3.26243 -4.96412 5.35993
H 3.21371 -4.25749 6.98015
H 1.74858 -2.93037 5.54909
H 0.72773 -3.82226 6.68405
Cl 3.21300 6.73964 -0.51511
C 4.72632 7.66664 -0.66987
C 4.82379 8.38062 -2.00282
Cl 5.02271 7.24124 -3.35773
H 5.56217 6.98070 -0.52021
H 4.73541 8.39578 0.14296
H 5.69659 9.03615 -2.01001
H 3.93923 8.98914 -2.19841
Cl 0.74903 7.12058 -5.62683
C 2.45311 7.15631 -6.14363
C 2.76693 6.07584 -7.15950
Cl 2.70131 4.44386 -6.44702
H 3.07927 7.06514 -5.25403
H 2.62927 8.14011 -6.58388
H 3.77952 6.21211 -7.54393
H 2.07500 6.10476 -8.00292
Cl 3.08653 -6.34207 1.18578
C 3.99298 -5.39928 2.39274
C 3.97986 -3.91502 2.08505
Cl 4.92060 -3.52339 0.62408
H 5.01028 -5.79213 2.43599
H 3.51716 -5.58098 3.35919
H 4.43270 -3.36154 2.91030
H 2.96295 -3.54418 1.94224
Cl 6.08417 2.84121 -3.61533
C 5.71791 1.33882 -4.49725
C 5.89048 0.10865 -3.62848
Cl 7.59801 -0.19119 -3.21717
H 6.35708 1.29973 -5.38103
H 4.68070 1.41280 -4.83101
H 5.53483 -0.77471 -4.16243
H 5.32838 0.19348 -2.69668
Cl 10.40855 -3.92027 -4.70588
C 10.89855 -2.35788 -5.40613
C 9.70688 -1.50971 -5.80410
Cl 8.82347 -2.19831 -7.18994
H 11.55154 -2.55763 -6.25751
H 11.48308 -1.83881 -4.64356
H 10.04384 -0.51630 -6.10677
H 9.00270 -1.39422 -4.97852
Cl 1.28028 -1.70750 8.41786
C 1.73571 -0.15199 7.68088
C 0.52777 0.64321 7.22696
Cl -0.30289 -0.10892 5.83700
H 2.41766 -0.35467 6.85293
H 2.28191 0.40927 8.44166
H 0.84041 1.63772 6.90357
H -0.20010 0.75897 8.03165
```


Record 2
# C41H76BF9HgN4O15PS

A structure of composition C41H76BF9HgN4O15PS at a distorted geometry (ωB97M-V/def2-TZVPD, the Open Molecules 2025 dataset).

Output
**Gap between HOMO and LUMO**: 6.0 eV
**Maximum force**: 1.6 eV/A
**Relative energy (zero: lowest compared OMol25 entry of this formula, charge and spin)**: 0.0 kJ/mol
**Total charge**: -1

XYZ file:
```
149
C41H76BF9HgN4O15PS, DFT ωB97M-V/def2-TZVPD
Hg -1.40377 3.18861 -1.45237
O 1.97736 10.64583 1.53492
C 2.13587 9.49284 1.30789
O 1.15604 8.59114 1.17070
B 1.70260 7.23601 1.15912
O 3.16287 7.42793 1.02131
C 3.47084 8.70506 1.18497
O 4.56675 9.17791 1.22655
O 1.18145 6.41803 0.03126
C 0.41978 5.47621 0.50677
O -0.20856 4.69803 -0.17842
C 0.49647 5.50706 2.05432
O 1.35161 6.47523 2.36554
O -0.08136 4.77330 2.77522
P 0.10516 0.70826 0.06519
F 1.03170 -0.31349 -0.76087
F 0.61064 1.96294 -0.88405
F -1.15223 0.56961 -1.01227
F -0.85643 1.67646 0.91532
F -0.40967 -0.56692 0.89299
F 1.30976 1.00642 1.06917
C -5.02542 4.99505 0.26498
F -4.89811 5.16043 -1.05882
F -4.59875 6.09076 0.88241
F -6.32681 4.84596 0.52929
S -4.07222 3.50665 0.83122
O -4.86016 2.36948 0.45156
O -2.85874 3.66866 -0.01913
O -3.87469 3.73109 2.21831
C -4.43432 -4.72210 -2.97717
C -3.30548 -3.80644 -2.51007
C -3.60854 -3.49910 -1.03910
C -2.44754 -2.82616 -0.31656
C -1.15244 -3.60066 -0.53794
C -0.82641 -4.01437 -1.97190
N -2.06001 -4.54505 -2.54516
O -1.82813 -5.06139 -3.85275
C -0.22271 -2.78143 -2.66326
C 0.19095 -5.13567 -1.97424
C -3.34736 -2.53332 -3.35316
H -4.36273 -4.86304 -4.05412
H -5.37751 -4.22931 -2.72144
H -4.49007 -5.65693 -2.41774
H -4.46318 -2.81625 -1.04330
H -3.85821 -4.43475 -0.53750
H -2.66724 -2.87920 0.75232
H -2.31344 -1.76957 -0.54972
H -1.07134 -4.44642 0.16235
H -0.30513 -3.01575 -0.15160
H -0.69753 -1.81739 -2.49169
H 0.82116 -2.78615 -2.34449
H -0.19885 -2.87794 -3.75801
H 1.11376 -4.79594 -1.49339
H -0.19783 -6.00721 -1.45374
H 0.50781 -5.33246 -2.99957
H -3.01581 -2.72106 -4.37658
H -2.84391 -1.68509 -2.89178
H -4.39492 -2.22742 -3.46907
H -1.96040 -6.00856 -3.75148
C 1.79881 4.37839 -2.62670
C 1.54552 3.30182 -3.66547
C 2.54407 2.18476 -3.31747
C 2.36024 0.87956 -4.10014
C 0.89621 0.45036 -4.02367
C -0.12799 1.52993 -4.28924
N 0.19844 2.73892 -3.51320
O -0.83491 3.72684 -3.72716
C -0.26671 1.74913 -5.80367
C -1.48238 1.01615 -3.80140
C 1.87337 3.87539 -5.05374
H 2.69997 4.94902 -2.83920
H 1.83229 3.99092 -1.61729
H 0.99082 5.11704 -2.68526
H 3.52738 2.61118 -3.54115
H 2.55592 1.92008 -2.26047
H 2.97379 0.08128 -3.69009
H 2.63281 1.05960 -5.14556
H 0.71156 -0.11252 -3.10216
H 0.72283 -0.34807 -4.75963
H 0.70411 1.73015 -6.30004
H -0.85259 0.96880 -6.28397
H -0.74947 2.69766 -6.05366
H -1.37831 0.55963 -2.81538
H -2.25303 1.78784 -3.82391
H -1.84251 0.19943 -4.43014
H 1.10641 4.58659 -5.37703
H 2.09803 3.11874 -5.79640
H 2.78200 4.46963 -4.95650
H -0.64106 4.19165 -4.55827
C 3.71066 -5.83395 0.45978
C 3.84484 -4.36775 0.89815
C 4.85439 -4.32253 2.05780
C 5.41724 -2.94121 2.34857
C 5.97613 -2.30750 1.07775
C 4.99519 -2.28394 -0.09322
N 4.28182 -3.54572 -0.19124
O 3.41515 -3.62172 -1.30680
C 4.00317 -1.11728 0.15223
C 5.72880 -2.02148 -1.40510
C 2.47890 -3.95141 1.48577
H 2.80359 -5.98732 -0.12890
H 3.72050 -6.52407 1.30153
H 4.53769 -6.07910 -0.21447
H 4.31357 -4.67846 2.93978
H 5.65607 -5.06244 1.95763
H 6.24501 -3.07340 3.04903
H 4.67275 -2.29272 2.81367
H 6.83574 -2.94197 0.81479
H 6.34646 -1.29958 1.25634
H 3.20129 -1.14893 -0.59234
H 3.48857 -1.25757 1.10312
H 4.41212 -0.10909 0.09730
H 6.58839 -1.36322 -1.23914
H 6.15702 -2.95000 -1.78822
H 5.09652 -1.55678 -2.15886
H 1.69722 -3.90798 0.72309
H 2.52945 -2.96297 1.94912
H 2.13842 -4.65358 2.24848
H 2.80238 -2.87307 -1.21384
C -3.34073 -0.91521 3.22865
C -3.75601 0.08007 4.33330
C -4.28177 -0.67616 5.55056
C -3.17215 -1.21702 6.45212
C -2.14598 -0.13977 6.78510
C -1.56592 0.57515 5.55150
N -2.68858 1.02490 4.73278
O -2.21833 1.75906 3.62377
C -0.84609 1.80742 6.06251
C -0.56364 -0.35401 4.85264
C -4.87985 0.94702 3.75422
H -2.56612 -0.54729 2.55273
H -4.22057 -1.18036 2.63923
H -2.92915 -1.85805 3.60877
H -5.00520 -0.08748 6.11470
H -4.77333 -1.56216 5.13361
H -2.76227 -2.13642 6.02486
H -3.56341 -1.50959 7.43532
H -1.31586 -0.58792 7.33401
H -2.64666 0.60889 7.40309
H 0.03578 1.55122 6.66045
H -0.47286 2.44727 5.25486
H -1.46481 2.48894 6.65020
H -1.04504 -1.18649 4.34356
H 0.03997 0.19405 4.13062
H 0.09898 -0.81241 5.59135
H -5.78089 0.34010 3.60857
H -4.54749 1.41921 2.83664
H -5.19032 1.67897 4.50357
H -1.74092 1.14650 3.04155
```


Record 3
# C41H76ClN2O8

A cluster of 6 separate species, C41H76ClN2O8 in total at a distorted geometry (ωB97M-V/def2-TZVPD, the Open Molecules 2025 dataset).

Output
**Gap between HOMO and LUMO**: 5.9 eV
**Maximum force**: 8.6 eV/A
**Total charge**: +1

XYZ file:
```
128
C41H76ClN2O8, DFT ωB97M-V/def2-TZVPD
C -5.65151 1.42576 5.09893
C -6.19989 2.59799 4.07147
C -7.77136 2.15871 3.70688
C -5.30795 2.53489 2.68451
C -4.17609 3.72750 2.55850
O -2.81564 3.33499 2.92035
C -1.91796 3.16997 1.77943
O -1.88678 3.87054 0.64621
C -0.72600 2.00651 1.93258
C -1.00312 0.40906 2.15983
C -2.55554 -0.19838 2.23035
C -3.21441 0.08745 0.75381
C -4.01182 -1.21237 0.10572
C -4.27590 -0.86173 -1.49324
C -4.71011 -2.20636 -2.36444
N -3.93164 -2.08890 -3.69178
C 0.31651 -0.60994 2.27569
N 1.76022 -0.14768 2.19416
C 2.98263 -1.05450 2.29775
C 2.72146 -2.58471 1.75001
C 2.15915 -3.63275 2.87925
Cl 4.39273 -3.27363 1.19708
C 2.03014 1.33619 1.98759
C 0.85315 2.48544 1.82875
O 1.26837 3.88193 1.58764
C 1.92246 3.87009 0.23812
C 1.33215 5.08576 -0.74701
C 2.64525 5.79049 -1.46939
C 0.47520 4.33467 -1.93698
C -0.28275 5.35007 -2.97895
C -0.43829 4.49973 -4.40914
C -1.79707 5.79740 -2.53861
H -4.55240 1.66528 5.47497
H -6.32693 1.27556 6.04373
H -5.69419 0.40134 4.48763
H -6.14624 3.68274 4.54153
H -7.72036 1.50020 2.71800
H -8.17756 1.42967 4.55160
H -8.47217 3.09521 3.53661
H -4.88397 1.44828 2.59306
H -6.08042 2.72008 1.79795
H -4.31335 4.21459 1.50641
H -4.50654 4.56176 3.34652
H -3.07512 0.35312 3.12172
H -2.56946 -1.36282 2.47482
H -2.30386 0.29472 0.01004
H -3.89598 1.04008 0.69378
H -4.99402 -1.40754 0.71165
H -3.32916 -2.18783 0.18684
H -3.24190 -0.48537 -1.95391
H -5.02726 0.03803 -1.65609
H -4.47839 -3.21774 -1.81245
H -5.84501 -2.08675 -2.66442
H -2.92970 -2.27363 -3.38355
H -3.91839 -1.05870 -3.95192
H 0.12878 -1.77734 2.41770
H 3.47879 -1.03387 3.38361
H 3.81827 -0.58512 1.58578
H 2.05106 -2.53594 0.78206
H 2.52068 -3.26099 3.92919
H 2.65047 -4.68678 2.65788
H 0.99300 -3.77107 2.79430
H 3.14677 1.69452 1.93590
H 1.74486 2.85899 -0.34223
H 3.10500 3.97324 0.34403
H 0.68740 5.86170 -0.11585
H 2.32821 6.64150 -2.23933
H 3.38389 6.30485 -0.71430
H 3.28997 4.98863 -2.07167
H 1.25434 3.61944 -2.49002
H -0.28892 3.62032 -1.40066
H 0.37370 6.30331 -3.25764
H -0.43426 3.33634 -4.17001
H 0.51523 4.68286 -5.09400
H -1.41913 4.77460 -4.99752
H -2.22971 6.44395 -3.44072
H -2.52671 4.88010 -2.32378
H -1.84448 6.46166 -1.55689
C -4.91552 -4.35006 -5.43439
C -6.33272 -4.76482 -5.72683
O -7.24715 -3.94250 -5.74836
C -6.58781 -6.22448 -5.99206
H -4.88187 -3.26891 -5.26304
H -4.55785 -4.85799 -4.53524
H -4.27495 -4.58923 -6.28702
H -6.30460 -6.81587 -5.11769
H -6.02169 -6.54711 -6.86947
H -7.65457 -6.37671 -6.18766
C -5.44882 -6.21816 0.72991
C -4.49225 -5.06782 0.89620
O -4.41577 -4.17420 0.05450
C -3.63303 -5.05299 2.13213
H -6.00298 -6.09676 -0.20687
H -4.89460 -7.15920 0.68899
H -6.16128 -6.23169 1.55860
H -2.99793 -5.94218 2.15363
H -4.26461 -5.01467 3.02324
H -2.99236 -4.16488 2.11803
C 7.28814 2.29200 -0.18973
C 5.87094 1.87724 -0.48216
O 4.95651 2.69956 -0.50369
C 5.61585 0.41758 -0.74739
H 7.32179 3.37315 -0.01838
H 7.64581 1.78407 0.70942
H 7.92871 2.05283 -1.04235
H 5.89906 -0.17381 0.12697
H 6.18197 0.09495 -1.62480
H 4.54909 0.26535 -0.94299
C 8.33683 -3.68439 5.52083
C 7.03356 -3.21933 4.92822
O 6.42670 -2.25715 5.39598
C 6.50160 -3.97685 3.74112
H 8.59780 -3.04471 6.37059
H 8.23752 -4.71344 5.87522
H 9.13097 -3.61418 4.77323
H 6.32056 -5.01895 4.01629
H 7.21401 -3.91970 2.91430
H 5.55495 -3.52961 3.41981
C 7.94469 0.92966 -4.87603
C 9.02880 1.00898 -3.83468
O 8.87758 1.66307 -2.80407
C 10.30496 0.25701 -4.10295
H 7.08277 1.52045 -4.54824
H 8.30838 1.33711 -5.82265
H 7.62854 -0.10859 -5.00488
H 10.77375 0.63454 -5.01518
H 10.09391 -0.81115 -4.19740
H 10.99614 0.40520 -3.26646
```